[1]
This record from the Open Molecules 2025 dataset describes a 2-piece molecular cluster, CH6N2O overall in a non-equilibrium geometry. The level of theory is wB97M-V/def2-TZVPD.

Geometry as ORCA input:
```
! RIJCOSX wB97M-V def2-TZVPD def2/J DEFGRID3
* xyz 0 1
N -0.35584 0.64856 0.54400
O -1.47729 -0.09940 1.19005
H -1.01873 -0.89621 1.50542
H -0.85487 1.18819 -0.17172
H 1.61326 0.92645 0.26106
C 0.42333 -0.78536 -1.15359
N 0.69633 -0.28613 0.01614
H 0.21323 1.29433 1.14266
H 0.82760 -1.76175 -1.38086
H -0.06701 -0.22868 -1.95317
*
```

The calculation puts the molecular weight at 62.072 u. The value obtained for the LUMO energy is 0.7 eV. The value obtained for the relative energy (zero: lowest compared OMol25 entry of this formula, charge and spin) is 7.9589 eV. As for the total energy: -226.1751 Ha. The value obtained for the frontier orbital gap is 7.4 eV.

***

[2]
This record from the Open Molecules 2025 dataset describes a 2-piece molecular cluster, CH6N2O overall in a non-equilibrium geometry. The level of theory is wB97M-V/def2-TZVPD.

Geometry as ORCA input:
```
! RIJCOSX wB97M-V def2-TZVPD def2/J DEFGRID3
* xyz 0 1
C 1.65941 -1.16315 -0.43704
N 0.89881 -0.31098 0.14415
O 1.08733 0.68778 0.89316
H 2.71465 -0.98208 -0.81988
H 1.07034 -1.97938 -0.94713
H -0.11045 -0.72265 0.15273
N -1.66116 0.85597 0.13437
H -1.17571 1.32766 0.83172
H -2.68927 0.70384 0.59016
H -1.79394 1.58299 -0.54223
*
```

The calculation puts the molecular weight at 62.072 u. The value obtained for the LUMO energy (spin up / spin down) is 1.0 / 1.0 eV. The value obtained for the relative energy (zero: lowest compared OMol25 entry of this formula, charge and spin) is 3.5200 eV. As for the total energy: -226.3382 Ha. Its SMILES is C=[NH+][O-].N. The value obtained for the frontier orbital gap (spin up / spin down) is 10.0 / 10.0 eV.

***

[3]
This record from the Open Molecules 2025 dataset describes an isolated ion of composition CH6N2OP and charge +1 in a non-equilibrium geometry. The level of theory is wB97M-V/def2-TZVPD.

Geometry as ORCA input:
```
! RIJCOSX wB97M-V def2-TZVPD def2/J DEFGRID3
* xyz 1 1
N 1.62699 -0.12878 0.29990
C 0.29539 -0.10172 0.16495
P -0.61496 -1.68042 0.18041
N -0.42108 1.07119 0.24670
O -1.79266 1.00377 0.06933
H 2.13596 0.70160 -0.01344
H 1.92239 -1.00950 -0.06375
H -1.23187 -1.05982 -0.92928
H 0.29702 -2.52706 -0.44923
H 0.01386 1.85854 0.52642
H -2.23104 1.87220 -0.03199
*
```

The calculation puts the molecular weight at 93.046 u. The value obtained for the LUMO energy is -4.2 eV. The value obtained for the relative energy (zero: lowest compared OMol25 entry of this formula, charge and spin) is 2.8041 eV. As for the total energy: -567.4549 Ha. Its SMILES is N/C(P)=[NH+]/O. The value obtained for the frontier orbital gap is 10.7 eV.

***

[4]
This record from the Open Molecules 2025 dataset describes CH6N2OP2S as an isolated structure in a non-equilibrium geometry. The level of theory is wB97M-V/def2-TZVPD.

Geometry as ORCA input:
```
! RIJCOSX wB97M-V def2-TZVPD def2/J DEFGRID3
* xyz 0 1
C -1.84293 -0.17710 -0.78831
N 1.67205 1.16718 -0.19716
N -0.65936 0.37014 -0.20027
O 3.27218 -1.09160 0.51718
P 0.80285 0.15025 -1.09988
P 3.26678 1.21644 -0.03438
S 1.98878 -1.66398 -0.45601
H -2.32406 0.47011 -1.48668
H -1.55051 -1.08502 -1.38088
H -2.52014 -0.58602 -0.01166
H -1.10033 0.85373 0.50922
H 3.13058 -1.82546 1.18573
H 3.14471 1.88697 1.24603
*
```

The calculation puts the molecular weight at 156.087 u. The value obtained for the LUMO energy is -0.5 eV. The value obtained for the relative energy (zero: lowest compared OMol25 entry of this formula, charge and spin) is 1.4124 eV. As for the total energy: -1307.2536 Ha. The value obtained for the frontier orbital gap is 7.7 eV.

***

[5]
This record from the Open Molecules 2025 dataset describes a 2-piece molecular cluster, CH6N2OS overall in a non-equilibrium geometry. The level of theory is wB97M-V/def2-TZVPD.

Geometry as ORCA input:
```
! RIJCOSX wB97M-V def2-TZVPD def2/J DEFGRID3
* xyz 0 1
C 0.60813 -1.97390 0.60617
N 0.58042 3.26709 -0.61630
N -1.55274 1.78614 -1.18882
O -0.65155 -1.61704 0.40519
S -0.15304 1.89554 -0.60729
H 1.49510 -1.38644 0.53973
H 0.80538 -2.40670 1.59795
H 0.72849 -3.00954 0.15096
H 1.42302 3.31398 -0.02645
H -1.09816 -2.23218 0.99561
H -2.18506 2.36306 -1.85674
*
```

The calculation puts the molecular weight at 94.139 u. The value obtained for the LUMO energy is 0.1 eV. The value obtained for the relative energy (zero: lowest compared OMol25 entry of this formula, charge and spin) is 3.7761 eV. As for the total energy: -624.5083 Ha. The value obtained for the frontier orbital gap is 9.9 eV.

***

[6]
This record from the Open Molecules 2025 dataset describes a 2-piece molecular cluster, CH6N2OS overall in a non-equilibrium geometry. The level of theory is wB97M-V/def2-TZVPD.

Geometry as ORCA input:
```
! RIJCOSX wB97M-V def2-TZVPD def2/J DEFGRID3
* xyz 0 1
C -0.84222 -0.96687 0.06495
N -1.03181 1.34803 0.06589
N -0.22877 0.31935 -0.38251
O 2.84404 0.98100 -0.01155
S 2.07913 -0.26083 0.13762
H -0.35228 -1.84721 -0.64235
H -0.75214 -1.11510 1.09247
H -1.98320 -0.92306 -0.19796
H -0.50378 2.30605 -0.11536
H -1.50083 1.26877 0.99802
H 2.27185 -1.11012 -1.00921
*
```

The calculation puts the molecular weight at 94.139 u. The value obtained for the LUMO energy (spin up / spin down) is -0.2 / 0.3 eV. The value obtained for the relative energy (zero: lowest compared OMol25 entry of this formula, charge and spin) is 4.8331 eV. As for the total energy: -624.4694 Ha. The value obtained for the frontier orbital gap (spin up / spin down) is 7.9 / 8.3 eV.